The ion C3H9O3SSi with charge -1. Source: the OMol25 dataset; level of theory: ωB97M-V with the def2-TZVPD basis set.

```
17
Properties=species:S:1:pos:R:3:forces:R:3:lowdin_charge:R:1
C -0.1798 0.4908 1.9714 0.660 0.744 0.563 -0.240
C 0.2764 -1.9544 -0.0670 0.864 -0.737 2.158 -0.221
C 0.9121 0.7127 -0.7965 0.102 0.940 -0.527 -0.299
O -1.5345 0.4509 -0.9353 0.722 2.029 -3.160 -0.378
O -0.5252 2.7179 -1.6515 -0.899 -0.221 0.490 -0.356
O -0.2767 0.9064 -3.2051 -0.623 -0.992 0.849 -0.346
Si -0.5583 -0.2341 0.2236 0.030 -2.011 3.281 0.170
S -0.3852 1.2825 -1.8048 0.237 1.881 -0.229 0.541
H -0.9484 0.5420 2.7402 -0.864 -0.135 -0.533 -0.007
H 0.4358 -0.3014 2.4081 0.643 0.083 -0.071 -0.001
H 0.3144 1.4774 2.1155 0.298 -0.617 -0.497 0.014
H 1.2127 -2.0218 -0.6709 -1.055 0.038 -0.033 0.018
H 0.6365 -2.3595 0.9467 -0.127 1.109 -0.695 0.027
H -0.4206 -2.7752 -0.1738 -0.379 -0.154 -1.148 -0.011
H 1.5345 1.5579 -0.4117 -0.865 -0.562 -0.223 0.067
H 1.4806 0.2179 -1.5670 0.624 -0.855 0.258 0.029
H -1.9744 -0.7101 0.8781 0.632 -0.541 -0.484 -0.007
```
Positions in Å, forces in eV/Å.

## Properties
Net charge = -1
HOMO = -0.1548 hartree
Gap between HOMO and LUMO = 0.2924 hartree
M = 153.25 g mol⁻¹
Electronic energy = -1033.13600 a.u.
Strongest force on any atom = 0.075 hartree/bohr

---

A structure of composition C13H20MoNOS9Sb. Source: the OMol25 dataset; level of theory: ωB97M-V with the def2-TZVPD basis set.

```
46
Properties=species:S:1:pos:R:3:forces:R:3:mulliken_spin:R:1
Mo -0.0010 -0.3116 -0.5417 -1.003 -1.166 -0.394 0.930
C 0.9727 2.6036 0.6412 0.100 -0.036 0.029 0.004
C 2.0342 2.1224 -0.3460 -0.060 -0.047 -0.041 -0.007
S 2.2017 0.3010 -0.1413 0.341 0.229 0.054 0.017
C 3.0701 -0.2069 -1.6830 -0.317 0.075 0.038 0.008
C 2.6500 -1.6506 -1.9343 0.079 -0.115 -0.333 -0.010
S 1.0012 -1.9462 -2.7194 -0.138 0.445 0.873 -0.001
C 0.4568 -0.3777 -3.4673 0.393 0.048 -0.002 -0.039
C -1.0577 -0.4360 -3.6916 0.054 -0.049 0.018 0.003
S -2.0334 0.2805 -2.3324 0.273 -0.122 0.064 0.048
C -1.1554 1.8274 -2.0428 0.745 0.403 0.790 0.036
C -1.6022 2.4442 -0.7023 -0.152 -0.100 -0.275 -0.007
S -0.6095 1.6436 0.6124 0.079 0.241 0.396 -0.020
H 0.7897 3.6754 0.5515 -0.075 -0.024 -0.072 0.004
H 1.3312 2.4155 1.6560 -0.001 0.060 0.015 -0.005
H 2.9875 2.6202 -0.1650 0.019 -0.021 0.103 -0.009
H 1.7370 2.3212 -1.3788 0.066 0.046 -0.005 0.002
H 4.1528 -0.1418 -1.5830 -0.026 -0.045 0.198 0.000
H 2.7615 0.4756 -2.4779 0.107 -0.026 -0.072 0.012
H 2.5293 -2.1838 -0.9826 0.156 -0.115 -0.030 -0.002
H 3.4041 -2.1847 -2.5103 -0.020 0.106 -0.107 0.001
H 0.9595 -0.0710 -4.3873 0.106 -0.340 -0.057 0.003
H 0.7469 0.3592 -2.7128 -0.096 0.273 -0.467 0.005
H -1.3951 -1.4747 -3.7033 0.000 -0.006 -0.092 -0.003
H -1.3292 0.0023 -4.6518 -0.029 0.145 0.078 0.002
H -1.0846 2.5293 -2.8753 -0.443 -0.098 -0.133 -0.001
H -0.1194 1.5465 -1.7617 -0.239 0.464 -0.843 0.013
H -2.6193 2.1476 -0.4377 -0.048 0.117 -0.055 -0.001
H -1.5590 3.5342 -0.7084 0.132 -0.011 0.059 0.001
O -0.9176 -2.1149 2.4631 -0.119 -0.203 0.222 0.003
N -1.8406 -1.1704 2.7576 0.328 0.054 0.015 0.002
C -1.3424 -0.1018 3.4297 0.017 0.050 0.027 -0.002
C -2.1335 0.9294 3.8152 0.083 -0.019 0.038 0.001
C -3.4984 0.8661 3.4624 -0.053 0.032 0.006 0.001
C -3.9812 -0.2135 2.7950 0.018 -0.104 -0.027 -0.002
C -3.1655 -1.3407 2.4273 -0.289 0.182 0.037 0.000
S -3.7868 -2.7026 1.7069 0.121 -0.034 -0.069 0.005
H -0.2827 -0.1801 3.6216 0.004 0.018 0.004 -0.001
H -1.7118 1.7609 4.3588 0.000 0.006 -0.002 0.000
H -4.1679 1.6730 3.7345 0.000 0.004 -0.004 0.000
H -5.0251 -0.2977 2.5314 -0.005 0.018 -0.001 0.000
S 3.6682 -5.2934 4.4051 0.048 -0.076 0.005 -0.001
Sb 3.8477 -3.7001 2.8108 -0.070 0.225 0.028 -0.002
S -0.4373 -2.0227 0.6790 -0.012 -0.430 -0.076 -0.020
S 0.9399 -3.4303 0.6449 -0.144 -0.044 0.225 0.030
S 4.6143 -4.5258 0.8336 0.071 -0.009 -0.164 0.004
```
Positions in Å, forces in eV/Å.

## Properties
Net charge = -1
HOMO (alpha / beta) = -0.1244 / -0.1245 hartree
Gap between HOMO and LUMO (alpha / beta) = 0.1724 / 0.1724 hartree
M = 712.61 g mol⁻¹
2S+1 = 2
Electronic energy = -4529.37569 a.u.
Strongest force on any atom = 0.031 hartree/bohr

---

A structure of composition C10H2Cl6N3O2Pt. Source: the OMol25 dataset; level of theory: ωB97M-V with the def2-TZVPD basis set.

```
24
Properties=species:S:1:pos:R:3:forces:R:3:mulliken_spin:R:1
Pt -0.3873 0.5346 -0.5826 -0.287 -0.021 0.322 1.550
Cl 1.1916 0.7409 2.4543 -0.035 0.007 -0.005 0.134
C 0.2256 -0.6076 2.2175 0.059 -0.017 0.121 0.235
C -0.4421 -0.7730 0.9871 0.167 -0.023 -0.158 0.205
C -1.2265 -1.8988 0.8913 0.096 -0.035 0.005 0.033
Cl -2.0551 -2.1879 -0.5721 -0.068 -0.027 -0.029 0.056
C -1.3607 -2.8600 1.9562 -0.116 -0.001 -0.229 0.205
Cl -2.3283 -4.2076 1.7388 -0.011 -0.023 0.010 0.111
C -0.6805 -2.6733 3.1691 0.134 0.121 0.126 -0.008
Cl -0.8363 -3.8038 4.4338 -0.013 0.006 -0.039 -0.002
C 0.1137 -1.5531 3.3097 -0.049 -0.081 -0.047 0.139
Cl 0.9448 -1.2799 4.7477 0.063 0.037 0.074 0.056
N -4.5002 3.6084 -3.7986 -0.149 0.015 -0.016 0.390
C -3.5354 3.7360 -3.1573 0.517 0.296 0.214 -0.109
N -2.4357 3.9589 -2.4680 -0.628 -0.350 -0.296 0.475
C -1.7508 2.9082 -2.1308 0.295 0.208 -0.239 -0.160
N -1.0337 2.0411 -1.8508 -0.074 -0.034 0.176 0.350
Cl 4.3557 -0.4606 -0.8863 -0.013 0.001 0.003 0.001
C 3.4556 0.6986 -1.8961 -0.077 -0.029 0.005 0.021
C 2.0237 0.6863 -1.4314 0.329 0.107 0.092 -0.047
O 1.6553 1.4474 -0.4930 -0.048 -0.106 -0.119 0.170
O 1.1958 -0.1140 -1.9527 -0.110 -0.060 0.041 0.191
H 3.5196 0.3771 -2.9305 0.021 -0.008 -0.006 0.001
H 3.8913 1.6821 -1.7553 -0.003 0.016 -0.008 0.002
```
Positions in Å, forces in eV/Å.

## Properties
Net charge = +1
HOMO (alpha / beta) = -0.4530 / -0.4743 hartree
Gap between HOMO and LUMO (alpha / beta) = 0.3034 / 0.1909 hartree
M = 603.94 g mol⁻¹
2S+1 = 5
Electronic energy = -3577.03441 a.u.
Strongest force on any atom = 0.015 hartree/bohr

---

A cluster of 2 separate species, H2N5O2 in total. Source: the OMol25 dataset; level of theory: ωB97M-V with the def2-TZVPD basis set.

```
9
Properties=species:S:1:pos:R:3:forces:R:3:lowdin_charge:R:1
N -1.9780 0.2926 -0.7309 -1.158 -0.931 -1.187 0.097
N -0.1938 0.6624 -0.0464 -1.716 1.658 3.079 -0.134
N 0.5239 -0.3901 0.2784 0.246 -2.454 0.166 -0.185
N -2.6591 -0.5802 -0.3914 -0.410 2.066 -0.731 -0.343
N 1.3712 -0.8465 -0.5847 1.034 0.239 -0.332 -0.201
O -3.0910 -1.4283 0.3661 0.441 -1.214 0.920 -0.113
O 2.1667 -1.7713 -0.2808 -0.804 -0.393 0.523 -0.245
H 0.0612 0.9288 -0.9387 0.923 0.738 -2.229 -0.029
H 0.0163 -0.9844 0.9722 1.444 0.291 -0.211 0.153
```
Positions in Å, forces in eV/Å.

## Properties
Net charge = -1
HOMO = -0.0781 hartree
Gap between HOMO and LUMO = 0.2483 hartree
M = 104.05 g mol⁻¹
Electronic energy = -425.26205 a.u.
Strongest force on any atom = 0.076 hartree/bohr

---

Energy above the lowest of the compared OMol25 structures with the same formula, charge and spin, respectively: 15.6, 147.3, 0.0, 50.7 kcal per mole.